No. 1
DFT (wB97M-V/def2-TZVPD) results for a 2-piece molecular cluster, C8H19O3PSi overall.

Structure (ORCA input):
```
! wB97M-V def2-TZVPD RIJCOSX def2/J DEFGRID3
* xyz -2 3
C -0.187 0.542 2.766
C -0.614 -3.108 -0.501
C 0.480 0.752 -2.480
C 2.748 0.887 -0.523
C 0.422 2.616 0.082
C -0.710 -0.554 1.713
C 0.498 -2.114 0.016
C 0.132 -0.749 0.529
O -3.483 -0.976 0.148
O -2.711 1.545 0.113
O -3.058 0.205 -2.046
Si 0.782 0.673 -0.498
P -3.022 0.255 -0.574
H -0.974 1.008 3.393
H 0.491 0.044 3.430
H 0.276 1.308 2.173
H -1.301 -2.633 -1.229
H -0.092 -3.952 -1.136
H -1.246 -3.547 0.292
H -0.487 1.296 -2.781
H 1.267 1.212 -2.996
H 0.476 -0.266 -2.647
H 3.160 0.121 0.088
H 3.215 0.898 -1.579
H 3.094 1.781 0.085
H 1.199 3.181 0.630
H 0.359 3.289 -0.876
H -0.583 2.713 0.562
H -0.773 -1.447 2.285
H -1.644 -0.052 1.625
H 1.159 -2.834 0.844
H 1.126 -2.095 -0.910
*
```

Computed properties:
- LUMO level (alpha / beta) (eV) = 6.00 / 5.38
- gap between HOMO and LUMO (alpha / beta) (Eh) = 0.091 / 0.314

***

No. 2
DFT (wB97M-V/def2-TZVPD) results for C18H22Br2F8O2Si2Ti as an isolated structure.

Structure (ORCA input):
```
! wB97M-V def2-TZVPD RIJCOSX def2/J DEFGRID3
* xyz 2 1
C 4.497 3.408 2.011
C 3.337 2.340 1.548
Br 2.562 0.880 2.692
C 2.801 2.466 0.153
Br 3.479 3.916 -1.113
Si 1.432 1.253 -0.561
C -0.291 1.471 0.286
C -1.574 1.385 -0.731
O -2.522 0.315 -0.383
C -3.638 0.802 0.444
C -5.110 0.744 -0.349
F -4.842 0.041 -1.638
F -5.485 2.184 -0.558
C -6.270 -0.053 0.496
F -6.561 0.672 1.772
F -5.787 -1.447 0.813
C -7.695 -0.243 -0.307
F -7.625 -1.330 -1.353
F -8.123 0.987 -1.060
C -8.968 -0.645 0.661
F -8.620 -1.519 1.806
F -9.988 -1.413 -0.147
O 1.436 1.504 -2.301
Si 2.139 0.149 -3.172
C 4.007 -0.194 -2.724
C 3.956 -1.410 -1.578
C 3.362 -2.886 -2.025
C 3.274 -4.086 -0.867
C 3.784 -3.717 0.670
C 4.407 -2.240 1.070
C 4.924 -1.828 2.600
C 4.513 -1.041 -0.060
H 4.116 4.504 2.168
H 5.037 3.000 2.967
H 5.324 3.429 1.154
H 1.886 -0.113 -0.212
H -0.422 0.588 1.079
H -0.380 2.465 0.910
H -1.199 1.151 -1.836
H -2.163 2.398 -0.788
H -3.485 1.896 0.872
H -3.774 0.107 1.388
H -9.547 0.300 1.062
H 2.100 0.332 -4.645
H 1.381 -1.061 -2.765
H 4.565 0.742 -2.296
H 4.613 -0.541 -3.677
H 2.995 -3.090 -3.141
H 2.860 -5.160 -1.157
H 3.693 -4.556 1.510
H 4.057 -2.066 3.363
H 5.908 -2.434 2.782
H 5.205 -0.676 2.645
H 4.907 0.045 0.126
Ti 1.512 -1.728 2.396
*
```

Computed properties:
- LUMO level (eV) = -9.79
- gap between HOMO and LUMO (Eh) = 0.182

***

No. 3
DFT (wB97M-V/def2-TZVPD) results for C42H41Cl2IrN5O2P2STe2 as an isolated structure.

Structure (ORCA input):
```
! wB97M-V def2-TZVPD RIJCOSX def2/J DEFGRID3
* xyz 2 2
Ir 0.460 1.079 -0.504
C 2.695 2.565 -3.955
C 2.196 1.918 -2.710
N 1.033 2.134 -2.206
N 0.125 2.989 -2.777
C -1.138 3.005 -2.287
N -1.983 3.877 -2.855
S -1.659 2.000 -1.020
C 2.989 0.907 -1.942
C 4.297 0.614 -2.252
C 4.972 -0.355 -1.510
C 4.303 -0.997 -0.495
C 2.989 -0.638 -0.218
N 2.343 0.290 -0.913
H 1.915 2.564 -4.720
H 3.547 2.037 -4.367
H 3.004 3.595 -3.757
H 0.439 3.645 -3.482
H -1.794 4.290 -3.756
H -2.956 3.822 -2.593
H 4.804 1.137 -3.048
H 6.005 -0.587 -1.732
H 4.776 -1.762 0.103
H 2.444 -1.104 0.590
Te 0.425 -3.540 1.013
C -1.330 -4.509 1.639
C -2.059 -5.252 0.719
C -3.216 -5.885 1.154
N -3.670 -5.824 2.400
C -2.948 -5.130 3.276
C -1.775 -4.463 2.954
C -0.329 -1.658 0.508
P -0.650 -1.216 -1.106
C -1.966 -2.266 -1.762
C -3.092 -2.500 -0.965
C -4.123 -3.299 -1.427
C -4.044 -3.867 -2.690
C -2.930 -3.643 -3.489
C -1.902 -2.834 -3.039
C 0.576 -1.398 -2.459
C 1.492 -2.445 -2.510
C 2.371 -2.556 -3.581
C 2.311 -1.657 -4.635
C 1.367 -0.636 -4.614
C 0.517 -0.505 -3.528
P -0.109 -0.152 1.315
C 0.809 -0.365 2.846
C 2.128 0.051 2.995
C 2.816 -0.237 4.169
C 2.186 -0.928 5.192
C 0.862 -1.331 5.050
C 0.175 -1.056 3.883
C -1.690 0.555 1.945
C -1.651 1.419 3.042
C -2.812 2.011 3.521
C -4.029 1.763 2.900
C -4.072 0.925 1.796
C -2.910 0.331 1.323
H -1.743 -5.339 -0.312
H -3.808 -6.470 0.458
H -3.326 -5.110 4.292
H -1.222 -3.932 3.718
H -3.147 -2.095 0.033
H -4.985 -3.482 -0.801
H -4.852 -4.486 -3.056
H -2.866 -4.096 -4.468
H -1.047 -2.659 -3.676
H 1.520 -3.181 -1.715
H 3.087 -3.367 -3.602
H 2.977 -1.765 -5.480
H 1.287 0.043 -5.454
H -0.224 0.288 -3.519
H 2.623 0.616 2.217
H 3.843 0.084 4.280
H 2.720 -1.147 6.106
H 0.369 -1.859 5.855
H -0.855 -1.379 3.775
H -0.715 1.593 3.559
H -2.771 2.645 4.399
H -4.937 2.211 3.280
H -5.015 0.722 1.307
H -2.966 -0.313 0.458
C -2.401 4.984 1.510
Te -0.460 4.289 1.078
C 0.258 4.423 3.051
H -2.818 4.394 2.323
H -3.014 4.877 0.619
H -2.335 6.033 1.798
H -0.587 4.556 3.720
H 0.935 5.273 3.100
H 0.800 3.504 3.262
Cl 4.704 3.938 -1.051
C 3.561 4.122 0.293
Cl 2.387 5.401 -0.110
C 2.947 2.746 0.634
O 3.755 1.887 0.916
O 1.661 2.650 0.621
H 4.128 4.475 1.151
*
```

Computed properties:
- energy relative to the best compared isomer or geometry (same formula, charge and spin) (kJ/mol) = 261.27
- LUMO level (alpha / beta) (eV) = -6.03 / -7.55
- gap between HOMO and LUMO (alpha / beta) (Eh) = 0.224 / 0.168

***

No. 4
DFT (wB97M-V/def2-TZVPD) results for a 5-piece molecular cluster, C38H34BClN2O20 overall.

Structure (ORCA input):
```
! wB97M-V def2-TZVPD RIJCOSX def2/J DEFGRID3
* xyz 0 1
C 4.846 -0.666 2.227
C 4.660 -0.786 0.710
C 5.844 -0.280 -0.140
Cl 6.406 1.317 0.510
N 6.931 -1.240 -0.328
C 8.267 -0.726 -0.451
O 8.787 -0.318 -1.454
C 8.812 -0.931 0.961
C 9.810 -0.314 1.645
C 10.033 -0.725 2.940
C 9.285 -1.718 3.538
C 9.591 -2.074 4.981
C 9.784 -0.860 5.925
N 8.541 -0.458 6.612
C 8.279 -2.375 2.833
B 7.405 -3.566 3.418
O 6.037 -3.648 3.347
O 8.089 -4.616 4.022
C 8.903 -5.323 3.089
C 8.051 -1.946 1.550
C 7.022 -2.381 0.515
O 6.440 -3.427 0.349
H 4.983 0.359 2.570
H 3.911 -1.008 2.686
H 5.631 -1.296 2.644
H 4.363 -1.808 0.436
H 3.809 -0.149 0.452
H 5.447 -0.061 -1.132
H 10.381 0.478 1.177
H 10.825 -0.256 3.511
H 10.500 -2.689 5.013
H 8.810 -2.689 5.435
H 10.185 0.019 5.424
H 10.482 -1.186 6.703
H 8.208 0.414 6.221
H 7.804 -1.138 6.466
H 5.755 -3.768 2.429
H 8.307 -5.827 2.318
H 9.656 -4.690 2.606
H 9.415 -6.118 3.635
O 2.929 -2.784 -1.065
C 2.810 -2.791 -2.277
C 1.519 -2.861 -2.945
C 1.458 -2.876 -4.282
O 0.300 -2.936 -4.942
C 2.693 -2.825 -5.130
O 2.570 -2.859 -6.341
C 3.981 -2.732 -4.461
C 4.046 -2.715 -3.123
O 5.203 -2.631 -2.474
H 0.631 -2.897 -2.322
H 0.537 -2.935 -5.889
H 4.864 -2.679 -5.083
H 4.988 -2.648 -1.522
O -5.463 -0.697 0.634
C -4.438 -1.228 0.251
C -3.777 -2.303 0.976
C -2.641 -2.831 0.504
O -2.000 -3.817 1.129
C -2.013 -2.341 -0.768
O -0.969 -2.852 -1.133
C -2.683 -1.284 -1.504
C -3.822 -0.756 -1.035
O -4.473 0.209 -1.671
H -4.237 -2.647 1.891
H -1.213 -4.011 0.586
H -2.229 -0.953 -2.428
H -5.257 0.414 -1.123
O -11.660 2.525 -1.621
C -10.444 2.495 -1.678
C -9.709 2.457 -2.932
C -8.371 2.409 -2.924
O -7.654 2.375 -4.044
C -7.591 2.389 -1.642
O -6.375 2.326 -1.706
C -8.323 2.450 -0.389
C -9.662 2.502 -0.395
O -10.374 2.561 0.724
H -10.283 2.470 -3.848
H -6.720 2.341 -3.762
H -7.748 2.452 0.526
H -11.309 2.590 0.449
O -11.764 6.233 0.452
C -12.183 6.561 -0.642
C -12.378 5.621 -1.734
C -12.827 6.051 -2.920
O -13.024 5.230 -3.949
C -13.138 7.499 -3.166
O -13.525 7.831 -4.270
C -12.965 8.436 -2.065
C -12.519 8.004 -0.879
O -12.345 8.822 0.158
H -12.149 4.583 -1.545
H -13.346 5.792 -4.679
H -13.208 9.473 -2.249
H -12.016 8.261 0.886
*
```

Computed properties:
- LUMO level (eV) = -1.80
- SMILES = CC[C@@H](Cl)N1C(=O)c2ccc(CCN)c(B(O)OC)c2C1=O.O=C1C=C(O)C(=O)C=C1O.O=C1C=C(O)C(=O)C=C1O.O=C1C=C(O)C(=O)C=C1O.O=C1C=C(O)C(=O)C=C1O
- gap between HOMO and LUMO (Eh) = 0.279